# 1
Molecular formula: C33H26F6IN2O3RuSe4Te
Method: DFT, ωB97M-V/def2-TZVPD

Computed properties:
- LUMO (spin up / spin down) (eV) = 3.6 / 3.6
- expectation value of S² = 1.23

Geometry as ORCA input:
```
! wB97M-V def2-TZVPD RIJCOSX def2/J DEFGRID3
* xyz -2 2
Ru -0.96 -0.15 -0.31
Se -2.24 -3.33 0.00
Se -2.32 -5.44 -0.68
Te 1.20 -4.01 -2.06
Se -0.07 -2.37 -0.62
C 1.23 5.45 0.95
C 1.70 4.76 -0.16
C 1.01 3.66 -0.66
C -0.18 3.23 -0.07
C -0.65 3.94 1.04
C 0.05 5.03 1.55
C -0.96 2.08 -0.55
C -0.68 1.18 -1.57
C -0.06 1.36 -2.92
C 0.58 0.28 -3.52
C 1.09 0.41 -4.81
C 0.96 1.61 -5.49
C 0.32 2.70 -4.89
C -0.18 2.56 -3.60
H 1.77 6.30 1.34
H 2.62 5.06 -0.64
H 1.40 3.12 -1.51
H -1.57 3.61 1.52
H -0.34 5.55 2.42
H -1.96 1.96 -0.11
H 0.67 -0.65 -2.98
H 1.59 -0.43 -5.27
H 1.35 1.71 -6.50
H 0.21 3.63 -5.42
H -0.68 3.39 -3.12
C 3.48 1.52 1.91
N 3.36 0.08 1.78
C 2.98 -0.56 0.65
Se 2.68 0.13 -1.00
N 2.91 -1.88 0.96
C 3.19 -2.08 2.29
C 3.20 -3.22 3.08
C 3.53 -3.06 4.42
C 3.85 -1.81 4.94
C 3.84 -0.67 4.15
C 3.49 -0.83 2.82
H 3.56 1.94 0.90
H 4.38 1.76 2.48
H 2.61 1.95 2.40
H 2.58 -2.57 0.28
H 2.93 -4.18 2.66
H 3.53 -3.93 5.07
H 4.10 -1.72 5.99
H 4.08 0.31 4.56
C -0.29 -1.36 3.83
C -1.33 -0.64 2.95
O -1.21 -0.93 1.66
C -2.75 -1.07 3.44
F -3.73 -0.58 2.69
F -2.85 -2.41 3.41
F -3.01 -0.69 4.71
C -1.18 0.89 3.20
F -2.19 1.61 2.69
F -0.05 1.32 2.63
F -1.09 1.23 4.51
H -0.21 -2.37 3.43
H -0.56 -1.39 4.88
H 0.67 -0.86 3.73
I -3.94 -5.45 -5.61
C -3.71 -3.69 -4.51
C -4.83 -2.95 -4.19
C -4.68 -1.78 -3.46
C -3.42 -1.34 -3.06
C -2.30 -2.10 -3.42
C -2.44 -3.27 -4.14
C -3.29 -0.10 -2.20
O -3.69 0.96 -2.67
O -2.86 -0.31 -1.01
H -5.82 -3.28 -4.48
H -5.54 -1.19 -3.19
H -1.31 -1.76 -3.13
H -1.56 -3.87 -4.36
*
```

# 2
Molecular formula: C2H8N3O
Method: DFT, ωB97M-V/def2-TZVPD

Computed properties:
- LUMO (eV) = -4.6

Geometry as ORCA input:
```
! wB97M-V def2-TZVPD RIJCOSX def2/J DEFGRID3
* xyz 1 1
C -2.32 -1.47 -0.60
N -1.06 -1.56 -0.34
H -3.00 -2.32 -0.29
H -2.69 -0.56 -0.99
H -0.37 -0.69 -0.46
H -0.76 -2.43 0.06
N 0.60 0.62 -0.70
C 0.94 0.75 0.71
N 1.81 1.81 1.02
O 0.44 0.05 1.60
H 1.47 0.47 -1.20
H 0.14 1.49 -1.05
H 2.31 1.69 1.94
H 2.46 2.14 0.29
*
```

# 3
Molecular formula: C30H21F6N6O8S3Ta
Method: DFT, ωB97M-V/def2-TZVPD

Computed properties:
- LUMO (eV) = -7.4

Geometry as ORCA input:
```
! wB97M-V def2-TZVPD RIJCOSX def2/J DEFGRID3
* xyz 2 1
Ta 0.31 0.07 0.51
C -4.83 4.63 5.47
C -3.91 4.20 4.36
C -3.34 5.15 3.51
C -2.49 4.78 2.49
C -2.19 3.43 2.32
C -2.75 2.46 3.14
C -3.60 2.85 4.16
S -1.02 3.08 1.05
O -1.31 3.85 -0.11
O 0.29 3.15 1.64
N -1.23 1.44 0.68
C -2.53 1.11 0.18
C -3.61 1.94 0.04
C -4.84 1.44 -0.45
C -4.99 0.14 -0.82
C -3.87 -0.72 -0.74
C -3.91 -2.05 -1.19
C -2.76 -2.80 -1.17
C -1.59 -2.24 -0.66
N -1.51 -1.00 -0.18
C -2.65 -0.23 -0.24
H -5.61 5.29 5.09
H -4.28 5.18 6.23
H -5.31 3.77 5.94
H -3.58 6.20 3.65
H -2.07 5.52 1.83
H -2.54 1.41 2.98
H -4.06 2.10 4.79
H -3.56 2.99 0.27
H -5.67 2.13 -0.54
H -5.93 -0.23 -1.20
H -4.83 -2.46 -1.58
H -2.73 -3.82 -1.54
H -0.70 -2.83 -0.67
C 0.02 0.80 4.97
C 0.09 0.95 3.59
N 0.23 -0.08 2.76
C 0.37 -1.33 3.31
C 0.30 -1.56 4.69
C 0.10 -0.45 5.53
C 0.48 -2.89 5.19
C 0.80 -3.90 4.36
C 0.95 -3.67 2.95
C 1.42 -4.65 2.06
C 1.63 -4.31 0.75
C 1.31 -3.02 0.31
N 0.79 -2.10 1.12
C 0.68 -2.40 2.43
H -0.10 1.69 5.58
H 0.07 1.94 3.15
H 0.03 -0.58 6.60
H 0.39 -3.05 6.25
H 0.98 -4.90 4.74
H 1.65 -5.65 2.42
H 2.04 -5.01 0.04
H 1.47 -2.73 -0.72
F 4.57 2.54 0.93
C 3.29 2.86 1.03
F 2.77 2.32 2.11
F 3.14 4.16 1.06
S 2.51 2.31 -0.61
O 1.09 1.97 -0.50
O 2.91 3.31 -1.52
N 3.19 0.81 -0.96
S 4.25 0.41 -2.29
O 3.79 -0.85 -2.73
O 4.38 1.57 -3.08
C 5.83 0.15 -1.35
F 6.25 1.31 -0.88
F 5.61 -0.69 -0.35
F 6.71 -0.35 -2.19
O 2.27 0.09 0.96
N 2.63 -0.31 -0.35
O 1.28 -0.54 -1.03
*
```

# 4
Molecular formula: C4H8O2
Method: DFT, ωB97M-V/def2-TZVPD

Computed properties:
- SMILES = C=CC(=C)O.O
- LUMO (eV) = 0.5

Geometry as ORCA input:
```
! wB97M-V def2-TZVPD RIJCOSX def2/J DEFGRID3
* xyz 0 1
C -0.32 1.57 2.19
C -0.24 1.71 0.87
C -0.10 0.52 0.00
C -0.18 0.56 -1.34
O -0.05 -0.64 0.71
H 0.11 0.81 2.84
H -0.71 2.37 2.81
H -0.10 2.64 0.33
H -0.54 -0.23 -1.98
H -0.19 1.54 -1.79
H -0.13 -1.42 0.15
O 0.53 -2.93 -1.44
H 1.45 -2.68 -1.55
H 0.48 -3.83 -1.80
*
```

# 5
Molecular formula: C3H5Cl2NO2
Method: DFT, ωB97M-V/def2-TZVPD

Computed properties:
- SMILES = O=C(NO)[C@@H](Cl)CCl
- LUMO (eV) = 0.3

Geometry as ORCA input:
```
! wB97M-V def2-TZVPD RIJCOSX def2/J DEFGRID3
* xyz 0 1
O 0.56 -0.80 1.73
C 0.83 -0.53 0.57
N 2.15 -0.19 0.30
O 2.35 0.45 -0.93
C -0.12 -0.55 -0.59
Cl -1.45 -1.61 -0.29
C -0.54 0.84 -0.94
Cl -1.16 1.85 0.41
H 2.60 0.34 1.05
H 3.12 -0.01 -1.31
H 0.39 -0.98 -1.42
H -1.32 0.84 -1.73
H 0.36 1.37 -1.27
*
```

# 6
Molecular formula: C48H43AsBIN4O5Sn
Method: DFT, ωB97M-V/def2-TZVPD

Computed properties:
- LUMO (eV) = -5.7

Geometry as ORCA input:
```
! wB97M-V def2-TZVPD RIJCOSX def2/J DEFGRID3
* xyz 2 1
Sn 0.31 -1.90 1.71
C -2.69 -1.18 3.96
C -2.02 0.12 4.32
N -2.64 0.94 5.15
C -2.08 2.10 5.47
C -0.84 2.49 5.00
C -0.26 3.86 5.27
O 1.05 3.91 4.66
C -0.17 1.63 4.15
C 1.17 1.96 3.64
N 1.42 2.16 2.37
C 2.80 2.36 1.94
C 3.17 3.63 1.55
C 4.45 3.87 1.08
C 5.36 2.83 1.01
C 5.00 1.55 1.41
C 3.71 1.32 1.87
I 3.33 -0.63 2.54
C -0.76 0.43 3.77
O -0.15 -0.42 2.95
H -3.60 -1.28 4.54
H -2.03 -2.03 4.16
H -2.94 -1.20 2.90
H -2.64 2.74 6.14
H -0.19 4.07 6.33
H -0.87 4.63 4.80
H 1.72 4.06 5.34
H 2.04 1.79 4.26
H 2.44 4.43 1.60
H 4.73 4.87 0.78
H 6.37 3.01 0.64
H 5.72 0.74 1.36
N -3.16 -0.53 -4.52
C -3.66 -0.51 -3.27
O -4.82 -0.28 -3.00
C -2.69 -0.77 -2.15
C -3.14 -1.49 -1.05
C -2.28 -1.68 0.01
N -1.04 -1.19 0.03
C -0.60 -0.48 -1.02
C -1.39 -0.26 -2.14
H -3.80 -0.39 -5.29
H -2.23 -0.84 -4.73
H -4.15 -1.86 -1.02
H -2.60 -2.24 0.88
H 0.40 -0.07 -0.97
H -1.01 0.33 -2.96
C -1.19 -5.86 -2.12
C -0.99 -4.67 -2.80
C -0.01 -3.78 -2.37
C 0.77 -4.08 -1.26
C 0.56 -5.27 -0.57
C -0.42 -6.16 -1.00
As 2.05 -2.76 -0.64
C 3.26 -2.57 -2.12
C 3.06 -1.85 -3.29
C 4.06 -1.84 -4.26
C 5.24 -2.54 -4.04
C 5.44 -3.24 -2.86
C 4.45 -3.26 -1.88
C 4.53 -3.95 -0.58
C 5.62 -4.68 -0.11
C 5.56 -5.27 1.15
C 4.44 -5.13 1.95
C 3.35 -4.40 1.50
C 3.40 -3.82 0.23
H -1.94 -6.56 -2.46
H -1.58 -4.44 -3.68
H 0.15 -2.86 -2.92
H 1.17 -5.53 0.28
H -0.57 -7.09 -0.48
H 2.14 -1.30 -3.46
H 3.91 -1.30 -5.18
H 6.02 -2.53 -4.79
H 6.37 -3.77 -2.70
H 6.50 -4.80 -0.72
H 6.41 -5.84 1.50
H 4.41 -5.60 2.93
H 2.47 -4.31 2.12
C -4.83 5.18 -1.36
C -4.58 3.70 -1.66
C -5.58 2.85 -0.86
C -4.83 3.44 -3.15
C -3.14 3.37 -1.27
C -2.09 3.49 -2.19
C -0.76 3.27 -1.86
C -0.50 2.91 -0.56
O 0.72 2.62 0.05
B 0.37 2.42 1.36
O -0.96 2.53 1.62
C -1.52 2.83 0.37
C -2.83 3.04 0.06
H -5.85 5.45 -1.62
H -4.16 5.81 -1.95
H -4.67 5.40 -0.31
H -6.59 3.04 -1.22
H -5.57 3.10 0.21
H -5.37 1.78 -0.97
H -5.89 3.56 -3.36
H -4.55 2.42 -3.43
H -4.30 4.14 -3.79
H -2.32 3.76 -3.21
H 0.04 3.38 -2.59
H -3.60 2.95 0.82
*
```

# 7
Molecular formula: C5H11O3
Method: DFT, ωB97M-V/def2-TZVPD

Computed properties:
- LUMO (eV) = 3.2

Geometry as ORCA input:
```
! wB97M-V def2-TZVPD RIJCOSX def2/J DEFGRID3
* xyz -1 1
C -1.14 -0.72 -0.78
C -1.22 0.64 -0.10
C -1.90 -1.78 0.01
O -1.70 -0.59 -2.13
H -0.12 -0.95 -1.08
H -0.59 0.71 0.81
H -2.81 -1.30 0.33
H -2.34 -2.53 -0.72
H -1.24 -2.47 0.55
H -2.65 -0.49 -2.15
H -2.22 0.75 0.31
H -0.87 1.49 -0.66
C 2.59 0.78 1.44
C 2.74 1.35 -0.05
O 3.30 0.64 -0.91
O 2.37 2.54 -0.13
H 3.62 0.45 1.56
H 2.04 -0.11 1.67
H 2.13 1.56 2.06
*
```

# 8
Molecular formula: C16H38BrClNPS
Method: DFT, ωB97M-V/def2-TZVPD

Computed properties:
- LUMO (eV) = -0.1

Geometry as ORCA input:
```
! wB97M-V def2-TZVPD RIJCOSX def2/J DEFGRID3
* xyz 0 1
C -3.16 3.72 -0.89
C -1.69 3.60 -1.26
C -0.83 2.64 -0.44
Br -1.73 0.90 -0.40
P 0.99 2.56 -1.25
C 2.69 2.28 -2.00
Cl 1.65 0.88 0.49
C 1.65 3.83 0.04
C 1.45 5.31 -0.34
C 0.44 6.02 0.57
S -0.32 7.49 -0.20
H -3.62 4.57 -1.39
H -3.73 2.82 -1.13
H -3.28 3.87 0.19
H -1.23 4.59 -1.17
H -1.58 3.33 -2.32
H -0.78 2.93 0.60
H 0.47 1.42 -1.97
H 0.60 3.51 -2.22
H 2.94 3.12 -2.66
H 2.68 1.36 -2.59
H 3.48 2.19 -1.26
H 2.70 3.59 0.15
H 1.19 3.61 1.00
H 2.39 5.85 -0.28
H 1.12 5.39 -1.38
H 0.90 6.31 1.51
H -0.39 5.36 0.82
H 0.78 7.84 -0.87
C 1.89 -2.20 -1.60
C 0.56 -1.86 -0.95
C 0.36 -2.21 0.51
N -0.08 -3.62 0.87
C -1.45 -3.87 0.30
C -2.06 -5.17 0.77
C -2.14 -5.21 2.29
C -0.76 -4.98 2.90
C -0.14 -3.69 2.37
C 0.91 -4.60 0.34
H 1.95 -3.22 -2.00
H 2.06 -1.51 -2.43
H 2.71 -2.05 -0.89
H -0.30 -2.13 -1.57
H 0.50 -0.77 -0.82
H -0.39 -1.55 0.94
H 1.29 -2.03 1.06
H -2.06 -3.01 0.60
H -1.35 -3.83 -0.79
H -3.06 -5.23 0.32
H -1.50 -6.02 0.39
H -2.55 -6.17 2.63
H -2.83 -4.44 2.64
H -0.11 -5.83 2.71
H -0.82 -4.87 3.98
H 0.87 -3.55 2.73
H -0.73 -2.83 2.68
H 1.91 -4.25 0.59
H 0.81 -4.64 -0.74
H 0.74 -5.58 0.77
*
```

# 9
Molecular formula: C35H37AsBIrN13O2S4
Method: DFT, ωB97M-V/def2-TZVPD

Computed properties:
- LUMO (spin up / spin down) (eV) = -6.6 / -6.6

Geometry as ORCA input:
```
! wB97M-V def2-TZVPD RIJCOSX def2/J DEFGRID3
* xyz 1 1
Ir -1.17 0.62 0.85
C 2.22 2.86 2.19
C 1.06 2.75 1.42
N 0.40 1.65 1.77
N 1.09 1.04 2.74
C 2.19 1.75 3.01
B 0.66 -0.32 3.34
N 0.82 -1.43 2.31
C 1.61 -2.52 2.27
C 1.18 -3.33 1.24
C 0.11 -2.64 0.68
N -0.09 -1.51 1.33
N -0.87 -0.28 3.63
C -1.52 -0.79 4.68
C -2.88 -0.74 4.43
C -2.98 -0.19 3.16
N -1.76 0.08 2.69
N 1.39 -0.51 4.64
C 1.22 0.26 5.74
C 2.01 -0.24 6.75
C 2.65 -1.34 6.16
N 2.28 -1.48 4.91
H 2.96 3.63 2.15
H 0.69 3.42 0.67
H 2.88 1.44 3.77
H 2.40 -2.65 2.99
H 1.58 -4.27 0.93
H -0.54 -2.93 -0.13
H -1.01 -1.16 5.55
H -3.68 -1.06 5.07
H -3.86 0.01 2.58
H 0.55 1.10 5.73
H 2.10 0.12 7.75
H 3.35 -2.01 6.61
S -2.97 -0.60 -0.23
C -3.88 0.69 -0.97
C -4.63 0.36 -2.10
C -5.32 1.32 -2.82
C -5.99 0.92 -3.99
N -6.49 0.52 -4.95
C -5.29 2.67 -2.39
C -4.63 2.99 -1.22
C -3.92 2.03 -0.50
S -3.07 2.52 0.93
C -5.91 3.66 -3.20
N -6.37 4.45 -3.89
H -4.64 -0.67 -2.43
H -4.64 4.00 -0.85
C 1.35 -2.63 -3.01
C -0.07 -3.10 -3.25
As -1.51 -1.92 -2.51
C -2.01 -0.65 -3.98
C -0.91 -0.40 -4.99
C -2.99 -3.27 -2.53
C -3.24 -3.92 -3.88
H 2.06 -3.35 -3.43
H 1.57 -2.54 -1.95
H 1.55 -1.66 -3.47
H -0.22 -4.08 -2.80
H -0.26 -3.18 -4.33
H -2.29 0.29 -3.50
H -2.90 -1.04 -4.48
H 0.01 -0.07 -4.51
H -1.22 0.37 -5.69
H -0.69 -1.30 -5.57
H -3.90 -2.79 -2.17
H -2.72 -4.03 -1.79
H -3.54 -3.19 -4.63
H -4.05 -4.65 -3.79
H -2.37 -4.46 -4.24
N 6.65 3.18 2.09
C 5.80 2.36 1.44
C 5.35 1.16 2.02
C 4.46 0.35 1.35
C 4.01 0.72 0.09
C 4.42 1.90 -0.49
C 5.31 2.72 0.17
S 2.97 -0.38 -0.83
O 3.15 -1.71 -0.37
O 3.15 -0.09 -2.24
N 1.43 0.09 -0.42
C 0.78 0.88 -1.21
S 1.41 1.59 -2.70
C -0.06 2.48 -2.84
C -0.93 2.17 -1.84
N -0.47 1.27 -0.93
H 7.10 2.87 2.94
H 7.05 3.97 1.62
H 5.74 0.88 2.99
H 4.13 -0.59 1.77
H 4.08 2.14 -1.49
H 5.65 3.64 -0.29
H -0.24 3.18 -3.64
H -1.90 2.60 -1.71
*
```

One value per record, in order, for E: -339434.5376, -8714.8291, -107118.3156, -8370.8524, -33820.6584, -142109.8014, -11506.2465, -121385.3642, -168051.6908 eV.